Record 1
114
Properties=species:S:1:pos:R:3:lowdin_spin:R:1 method="wB97M-V/def2-TZVPD" lumo_ev="0.554 / 0.502" e_homo_ev="-8.04 / -8.70" orbital_gap_ev="8.59 / 9.20" multiplicity=3
C 7.07 -2.94 6.56 0.00
C 5.75 -2.48 5.95 0.00
C 5.83 -1.09 5.32 0.00
C 4.47 -0.43 5.13 0.00
N 3.62 -1.23 4.23 0.00
Si 2.05 -0.64 3.77 0.00
C 1.75 -1.07 1.96 0.00
C 3.08 -1.38 1.26 0.00
N 3.46 -2.76 1.59 0.00
C 3.06 -3.70 0.53 0.00
C 3.38 -5.16 0.84 0.00
C 4.79 -2.96 2.06 0.00
C 5.88 -2.06 1.52 0.00
O 5.04 -3.84 2.83 0.00
C 0.66 -1.32 4.86 0.00
C -0.63 -1.70 4.11 0.00
C -0.76 -3.17 3.82 0.00
F 0.45 -3.71 3.51 0.00
F -1.57 -3.38 2.75 0.00
C -1.35 -4.02 4.97 0.00
F -0.51 -3.98 6.02 0.00
F -2.52 -3.46 5.34 0.00
C -1.69 -5.52 4.69 0.00
F -1.85 -6.10 5.89 0.00
F -2.85 -5.59 4.02 0.00
C -0.66 -6.39 3.92 0.00
F -0.55 -6.02 2.65 0.00
F 0.54 -6.31 4.51 0.00
F -1.07 -7.67 3.96 0.00
H 7.51 -2.16 7.18 0.00
H 7.80 -3.18 5.77 0.00
H 6.94 -3.84 7.17 0.00
H 5.45 -3.20 5.18 0.00
H 4.97 -2.48 6.72 0.00
H 6.45 -0.44 5.94 0.00
H 6.31 -1.17 4.33 0.00
H 4.60 0.55 4.67 0.00
H 4.02 -0.27 6.12 0.00
H 3.57 -2.18 4.59 0.00
H 2.11 0.84 3.92 0.00
H 1.12 -1.96 1.87 0.00
H 1.22 -0.26 1.46 0.00
H 2.97 -1.26 0.17 0.00
H 3.85 -0.69 1.58 0.00
H 1.98 -3.59 0.41 0.00
H 3.52 -3.40 -0.43 0.00
H 4.44 -5.38 0.70 0.00
H 3.13 -5.39 1.87 0.00
H 2.80 -5.81 0.18 0.00
H 5.84 -1.08 2.01 0.00
H 5.76 -1.90 0.45 0.00
H 6.84 -2.51 1.74 0.00
H 1.04 -2.17 5.43 0.00
H 0.41 -0.55 5.60 0.00
H -0.69 -1.22 3.13 0.00
H -1.52 -1.38 4.66 0.00
C 0.69 2.78 -4.44 0.00
C 1.37 1.87 -3.41 0.03
C 2.23 0.80 -4.09 0.02
C 1.41 -0.27 -4.80 0.00
C 0.40 -0.92 -3.85 0.02
C -0.49 0.09 -3.12 0.02
N 0.38 1.17 -2.53 0.40
O 0.83 0.88 -1.37 0.50
C -1.55 0.68 -4.06 0.00
C -1.23 -0.59 -1.97 0.00
C 2.24 2.76 -2.52 0.00
H 1.44 3.46 -4.85 0.00
H 0.26 2.25 -5.28 0.00
H -0.09 3.37 -3.97 0.00
H 2.85 0.32 -3.32 0.00
H 2.91 1.29 -4.79 0.00
H 0.89 0.15 -5.67 0.00
H 2.07 -1.04 -5.19 0.00
H -0.25 -1.61 -4.39 0.00
H 0.94 -1.50 -3.10 0.00
H -2.05 1.53 -3.60 0.00
H -2.30 -0.08 -4.27 0.00
H -1.16 1.00 -5.02 0.00
H -0.54 -1.10 -1.30 0.00
H -1.92 -1.32 -2.38 0.00
H -1.79 0.14 -1.38 0.00
H 1.62 3.48 -1.98 0.00
H 2.94 3.30 -3.15 0.00
H 2.80 2.17 -1.80 0.00
C -5.06 4.15 -1.39 0.00
C -4.49 4.67 -2.71 0.02
C -4.88 6.13 -2.95 0.02
C -6.36 6.30 -3.28 0.00
C -6.76 5.43 -4.48 0.02
C -6.40 3.95 -4.31 0.02
N -4.96 3.86 -3.89 0.39
O -4.13 3.83 -4.86 0.51
C -7.33 3.26 -3.32 0.00
C -6.53 3.23 -5.65 0.00
C -2.97 4.52 -2.64 0.00
H -4.48 4.57 -0.57 0.00
H -6.09 4.43 -1.22 0.00
H -4.98 3.06 -1.33 0.00
H -4.28 6.51 -3.78 0.00
H -4.61 6.71 -2.07 0.00
H -6.98 6.07 -2.41 0.00
H -6.55 7.35 -3.53 0.00
H -7.84 5.50 -4.64 0.00
H -6.27 5.81 -5.38 0.00
H -6.96 2.26 -3.07 0.00
H -8.31 3.15 -3.78 0.00
H -7.48 3.81 -2.39 0.00
H -5.96 3.72 -6.43 0.00
H -7.59 3.22 -5.93 0.00
H -6.18 2.20 -5.57 0.00
H -2.69 3.47 -2.54 0.00
H -2.60 5.06 -1.76 0.00
H -2.49 4.93 -3.52 0.00



Record 2
110
Properties=species:S:1:pos:R:3:lowdin_charge:R:1 method="wB97M-V/def2-TZVPD" smiles=CC[C@@H](Cl)[C@@H](OCCc1ccccc1)[C@@](N)(CCc1ccccc1)OCCl.CCO.CCO.CCO.CCO.CCO.CCO lumo_ev=0.554 e_homo_ev=-7.92 orbital_gap_ev=8.48
C 3.27 -4.40 -1.83 -0.15
C 4.41 -3.23 -1.86 -0.25
C 3.89 -1.81 -2.59 -0.56
Cl 3.29 -2.32 -4.27 0.59
C 2.75 -1.15 -1.61 -0.23
O 3.14 -1.15 -0.16 -0.17
C 4.40 -0.44 0.07 -0.20
C 4.66 -0.53 1.73 -0.15
C 3.34 -0.14 2.62 -0.13
C 3.33 1.33 3.42 -0.04
C 2.10 1.84 4.38 -0.09
C 0.77 0.90 4.63 -0.07
C 0.75 -0.56 3.81 -0.04
C 2.01 -1.07 2.85 -0.03
C 2.12 0.27 -2.12 -0.41
N 3.34 1.13 -2.54 0.06
C 1.17 0.25 -3.42 -0.14
C 0.16 -0.98 -3.68 -0.19
C -1.44 -0.69 -3.29 -0.15
C -2.22 0.72 -3.63 -0.05
C -3.80 0.94 -3.22 -0.07
C -4.70 -0.22 -2.46 -0.06
C -3.96 -1.65 -2.14 -0.07
C -2.38 -1.86 -2.56 -0.06
O 1.63 0.97 -0.93 -0.16
C 0.22 0.81 -0.65 -0.48
Cl -0.27 -0.91 -0.02 0.54
H 3.24 -5.04 -0.83 0.09
H 2.17 -4.04 -2.03 0.06
H 3.51 -5.17 -2.71 0.08
H 4.91 -3.03 -0.81 0.11
H 5.28 -3.62 -2.57 0.11
H 4.81 -1.09 -2.65 0.11
H 1.85 -1.93 -1.61 0.12
H 5.35 -0.91 -0.41 0.12
H 4.35 0.74 -0.14 0.12
H 5.56 0.21 1.99 0.11
H 5.04 -1.62 1.95 0.11
H 4.27 2.02 3.29 0.07
H 2.17 2.89 4.94 0.08
H -0.08 1.27 5.34 0.08
H -0.22 -1.22 4.01 0.06
H 1.95 -2.13 2.30 0.09
H 3.03 2.11 -2.68 0.08
H 3.71 0.82 -3.46 0.07
H 0.51 1.25 -3.39 0.12
H 1.81 0.39 -4.42 0.12
H 0.43 -2.02 -3.22 0.09
H 0.13 -1.16 -4.86 0.13
H -1.59 1.59 -4.16 0.09
H -4.32 1.95 -3.48 0.07
H -5.82 -0.09 -2.12 0.08
H -4.48 -2.57 -1.60 0.08
H -1.84 -2.89 -2.34 0.09
H -0.53 1.22 -1.47 0.10
H -0.01 1.51 0.30 0.12
C 6.09 3.47 0.38 -0.09
C 4.89 4.37 0.18 -0.32
O 3.83 3.64 -0.42 -0.10
H 6.42 3.05 -0.57 0.08
H 6.92 4.02 0.84 0.07
H 5.83 2.62 1.03 0.05
H 5.15 5.20 -0.49 0.11
H 4.54 4.78 1.13 0.11
H 3.60 2.91 0.18 0.07
C -0.10 5.61 -2.01 -0.09
C -0.23 4.93 -0.66 -0.30
O -0.13 3.52 -0.80 -0.12
H -0.88 5.26 -2.69 0.08
H -0.17 6.69 -1.91 0.07
H 0.86 5.36 -2.47 0.07
H -1.20 5.16 -0.20 0.11
H 0.56 5.27 0.03 0.11
H 0.73 3.33 -1.20 0.07
C -3.78 8.03 -2.52 -0.09
C -3.21 7.64 -1.17 -0.33
O -2.04 8.41 -0.90 -0.10
H -3.05 7.87 -3.31 0.08
H -4.68 7.44 -2.74 0.08
H -4.05 9.09 -2.53 0.07
H -2.93 6.59 -1.16 0.10
H -3.93 7.81 -0.37 0.11
H -2.31 9.35 -0.90 0.09
C -8.79 -3.89 -0.87 -0.10
C -7.54 -3.31 -1.51 -0.33
O -7.00 -2.29 -0.68 -0.11
H -9.54 -3.10 -0.71 0.08
H -9.22 -4.67 -1.50 0.07
H -8.56 -4.31 0.12 0.07
H -7.78 -2.87 -2.48 0.12
H -6.78 -4.09 -1.66 0.10
H -6.78 -2.70 0.18 0.09
C -3.87 -3.95 4.47 -0.09
C -2.62 -3.38 3.83 -0.32
O -2.08 -2.36 4.65 -0.11
H -4.62 -3.17 4.62 0.08
H -4.30 -4.74 3.84 0.07
H -3.64 -4.38 5.45 0.07
H -2.86 -2.94 2.85 0.12
H -1.86 -4.15 3.68 0.08
H -1.86 -2.76 5.51 0.09
C 1.13 -6.55 4.13 -0.09
C 0.50 -5.31 4.74 -0.33
O -0.67 -5.67 5.46 -0.10
H 0.42 -7.05 3.46 0.08
H 2.03 -6.29 3.57 0.07
H 1.39 -7.27 4.91 0.07
H 0.22 -4.61 3.95 0.10
H 1.19 -4.81 5.42 0.11
H -0.41 -6.29 6.16 0.09